[1]
Here is C4H12N3O as an isolated structure from OMol25. Energies are from ωB97M-V/def2-TZVPD.

CARTESIAN COORDINATES (ANGSTROEM)
C: 1.03085 -0.91503 0.07723
C: 2.39779 -1.48406 0.60470
C: -1.11182 2.29793 -0.76448
C: -1.06075 0.00730 0.79536
N: 0.70804 -0.93714 -1.17977
N: -1.16615 0.81515 -0.86185
N: 0.23410 -0.36693 1.06237
O: -1.99568 -0.99375 0.85773
H: 2.40583 -2.59426 0.48477
H: 3.18603 -1.05392 0.02019
H: 2.56828 -1.28854 1.58534
H: -0.07818 2.58576 -0.27312
H: -1.14809 2.63150 -1.80855
H: -1.92714 2.70415 -0.16019
H: -1.16767 0.86923 1.48189
H: 1.51083 -1.34174 -1.83912
H: 0.17435 -0.28318 -1.63421
H: -2.09811 0.61565 -1.03544
H: 0.39126 -0.63264 1.99929
H: -2.85375 -0.63549 0.58786

Results
DFT total energy in Eh: -398.81442
Strongest force on any atom in eV Å⁻¹: 6.94
Energy relative to the best compared isomer or geometry (same formula, charge and spin) in eV: 2.800
Frontier orbital gap in eV: 10.02
Net charge: +1
E_HOMO in eV: -13.5339
Molecular weight in g mol⁻¹: 118.2

[2]
Here is a 2-piece molecular cluster, C4H12N4 overall from OMol25. Energies are from ωB97M-V/def2-TZVPD.

CARTESIAN COORDINATES (ANGSTROEM)
C: 1.97664 -1.90325 0.72361
N: 2.41934 -1.21601 -0.48694
C: 1.52016 -0.25399 -0.96147
N: 1.05346 -0.35219 -2.13316
H: 2.75845 -2.59125 1.04456
H: 1.81744 -1.14852 1.49388
H: 1.06991 -2.50691 0.60905
H: 2.54010 -1.87288 -1.25374
H: 1.30040 0.54797 -0.25945
H: 0.37928 0.37868 -2.28980
C: -1.47554 1.71763 0.28232
C: -2.00776 0.49809 0.34134
N: -2.55082 0.09545 1.60508
N: -0.64168 2.17860 -0.78199
H: -1.50405 2.31558 1.18562
H: -1.91539 -0.21476 -0.47207
H: -1.81199 -0.21681 2.21924
H: -3.25037 -0.63272 1.56609
H: -0.53463 3.18599 -0.78457
H: -1.14296 1.99129 -1.64761

Results
DFT total energy in Eh: -378.58169
Strongest force on any atom in eV Å⁻¹: 1.06
SMILES: [H]/N=C/NC.N/C=C/N
Energy relative to the best compared isomer or geometry (same formula, charge and spin) in eV: 1.539
Frontier orbital gap in eV: 9.21
E_HOMO in eV: -8.2431
Molecular weight in g mol⁻¹: 116.2

[3]
Here is a 2-piece molecular cluster, C4H12N4 overall from OMol25. Energies are from ωB97M-V/def2-TZVPD.

CARTESIAN COORDINATES (ANGSTROEM)
C: -1.15900 1.87437 0.60416
N: -1.24779 1.04789 -0.57478
C: -2.19516 -1.24841 -0.28024
N: -1.17151 -0.50454 -0.33677
H: -2.12023 1.20387 -1.08054
H: -1.90261 1.64153 1.37798
H: -0.19544 1.70092 1.07874
H: -1.31145 2.91542 0.30494
H: -3.18882 -0.91241 -0.56998
H: -2.07551 -2.26542 0.06806
C: 2.55891 0.67984 -0.52176
N: 0.63979 -2.10119 0.68778
C: 0.94915 -1.02202 -0.15044
N: 1.72639 -0.08106 0.35215
H: 1.40694 -2.55720 1.15792
H: -0.10883 -1.84765 1.32501
H: 0.98222 -1.23550 -1.22977
H: 3.59514 0.60597 -0.17994
H: 2.27579 1.74076 -0.45575
H: 2.54202 0.36487 -1.57674

Results
DFT total energy in Eh: -378.48450
Strongest force on any atom in eV Å⁻¹: 5.39
SMILES: C/N=C/N.C=NNC
Energy relative to the best compared isomer or geometry (same formula, charge and spin) in eV: 4.184
Frontier orbital gap in eV: 9.35
E_HOMO in eV: -8.4446
Molecular weight in g mol⁻¹: 116.2

[4]
Here is a 2-piece molecular cluster, C4H12N4 overall from OMol25. Energies are from ωB97M-V/def2-TZVPD.

CARTESIAN COORDINATES (ANGSTROEM)
C: 0.70669 -0.28814 2.31935
C: 0.02222 -0.45471 0.98530
N: -0.79596 0.69967 0.57928
C: -0.50286 -1.67937 0.72373
H: -0.78394 1.44883 1.26261
H: -1.74600 0.45450 0.32266
H: 0.05528 -0.09252 3.17284
H: 1.22286 -1.19212 2.63647
H: 1.44780 0.50836 2.26842
H: -0.25324 -2.56368 1.28508
H: -1.32271 -1.84270 0.04138
N: 1.77213 0.43162 -1.34941
N: -1.09335 0.21659 -2.05126
C: -0.43277 1.36639 -1.58441
N: 0.85277 1.45195 -1.18645
H: 1.31349 -0.41237 -1.70243
H: 2.45764 0.09259 -0.67563
H: -1.65672 0.27887 -2.88349
H: -0.54409 -0.62451 -1.93889
H: -0.71924 2.20078 -2.22516

Results
DFT total energy in Eh: -378.45987
Strongest force on any atom in eV Å⁻¹: 5.46
SMILES: C=C(C)N.N/C=N\N
Energy relative to the best compared isomer or geometry (same formula, charge and spin) in eV: 4.854
Frontier orbital gap (alpha / beta) in eV: 7.48 / 7.48
E_HOMO (alpha / beta) in eV: -6.6138 / -6.6159
Molecular weight in g mol⁻¹: 116.2

The highest DFT total energy belongs to which entry? number 4